19
Properties=species:S:1:pos:R:3 method="wB97M-V/def2-TZVPD" fmax_ha_per_bohr=0.0628 multiplicity=1 lumo_energy_ev=0.86 de_lowest_kj_mol=269.4 smiles="CCC/C(N)=C/N" energy_ev=-8357.3440
C 0.46 2.85 0.27
C -0.05 1.55 -0.36
C 0.00 0.30 0.60
C -0.02 -0.97 -0.17
N 1.24 -1.20 -0.87
C -1.10 -1.81 -0.18
N -0.89 -3.19 0.15
H 0.72 3.54 -0.51
H -0.26 3.24 1.00
H 1.36 2.73 0.92
H -1.12 1.67 -0.59
H 0.50 1.31 -1.27
H -0.82 0.46 1.33
H 0.85 0.51 1.29
H 1.30 -2.19 -1.15
H 1.16 -0.72 -1.75
H -2.11 -1.43 -0.19
H -1.32 -3.45 1.06
H 0.10 -3.20 0.41